(1)
Formula: C32H37F3O6SSbSc
Source: OMol25
Level of theory: wB97M-V/def2-TZVPD

## Properties
2S+1 ... 1
M ... 773.419 g mol⁻¹
Total charge ... +2
HOMO ... -14.15 eV
Strongest force on any atom ... 1.2 eV/Å

Each line ends with the Mulliken charge.
CARTESIAN COORDINATES (ANGSTROEM)
Sc: 0.043 -0.151 1.632  -0.223
C: 1.866 2.565 1.624  -1.125
O: 0.548 2.071 1.290  0.636
C: -0.482 2.965 1.755  -0.777
C: -1.769 2.496 1.162  -0.425
O: -1.801 1.064 1.330  0.875
C: -3.087 0.443 1.171  -0.591
C: -2.967 -0.932 1.736  -0.941
O: -1.735 -1.489 1.222  1.077
C: -1.678 -2.930 1.393  -1.289
H: 2.048 3.478 1.067  0.344
H: 2.586 1.808 1.341  0.257
H: 1.932 2.746 2.693  0.287
H: -0.260 3.975 1.420  0.646
H: -0.502 2.934 2.841  0.354
H: -1.845 2.720 0.105  -0.144
H: -2.608 2.937 1.694  0.625
H: -3.343 0.440 0.115  0.054
H: -3.832 1.008 1.725  0.619
H: -3.799 -1.545 1.404  0.719
H: -2.925 -0.929 2.821  0.309
H: -2.598 -3.355 1.005  0.518
H: -1.559 -3.172 2.444  0.179
H: -0.848 -3.295 0.803  0.347
C: 2.803 -1.989 3.839  -2.015
C: 2.666 -1.727 2.370  1.065
C: 3.609 -0.946 1.708  -0.618
C: 3.651 -0.895 0.321  -0.718
C: 2.725 -1.600 -0.442  0.038
C: 1.733 -2.320 0.202  -0.836
C: 1.692 -2.371 1.601  -1.193
H: 1.894 -2.404 4.268  0.377
H: 3.086 -1.088 4.381  0.376
H: 3.601 -2.717 3.989  0.521
H: 4.369 -0.435 2.290  0.540
H: 4.435 -0.332 -0.173  0.462
H: 2.791 -1.597 -1.520  0.495
H: 1.031 -2.906 -0.377  0.728
H: 1.029 -3.074 2.080  0.847
C: -3.640 2.983 -3.132  -0.828
C: -2.401 3.513 -2.789  -0.536
C: -1.423 2.696 -2.238  -0.755
C: -1.687 1.343 -2.022  1.032
C: -2.925 0.811 -2.371  -0.722
C: -3.900 1.635 -2.927  -0.718
Sb: -0.119 0.152 -1.229  1.404
C: 1.379 1.011 -2.445  0.864
C: 1.196 0.982 -3.828  -0.775
C: 2.118 1.607 -4.657  -0.810
C: 3.208 2.279 -4.113  -0.725
C: 3.377 2.336 -2.736  -0.766
C: 2.461 1.703 -1.901  -0.387
C: -0.494 -1.688 -2.224  1.335
C: -1.651 -2.414 -1.932  -0.425
C: -1.899 -3.631 -2.558  -1.140
C: -0.986 -4.139 -3.475  -0.792
C: 0.169 -3.425 -3.769  -0.942
C: 0.415 -2.203 -3.151  -0.637
H: -4.397 3.620 -3.575  0.438
H: -2.190 4.561 -2.965  0.468
H: -0.450 3.116 -2.005  0.460
H: -3.136 -0.245 -2.251  0.432
H: -4.858 1.216 -3.214  0.475
H: 0.337 0.483 -4.264  0.496
H: 1.981 1.575 -5.731  0.467
H: 3.921 2.769 -4.766  0.418
H: 4.217 2.876 -2.312  0.456
H: 2.597 1.758 -0.829  0.385
H: -2.373 -2.036 -1.216  0.331
H: -2.807 -4.180 -2.337  0.480
H: -1.179 -5.086 -3.965  0.424
H: 0.878 -3.815 -4.490  0.471
H: 1.311 -1.652 -3.413  0.332
F: -0.763 -0.326 6.691  -0.164
C: 0.292 0.019 5.991  0.521
F: 1.290 -0.812 6.208  -0.168
F: 0.655 1.258 6.250  -0.172
S: -0.208 -0.033 4.202  1.277
O: -0.455 -1.388 3.694  -0.594
O: -1.330 0.855 4.069  -0.589
O: 0.967 0.463 3.396  -0.723

=====

(2)
Formula: C32H37N4O9SbTi
Source: OMol25
Level of theory: wB97M-V/def2-TZVPD

## Properties
<S²> ... 0.75
2S+1 ... 2
M ... 791.294 g mol⁻¹
Total charge ... -1
HOMO (alpha / beta) ... -4.40 / -5.49 eV
Strongest force on any atom ... 0.8 eV/Å

Each line ends with the Mulliken spin population.
CARTESIAN COORDINATES (ANGSTROEM)
Ti: 0.450 -2.008 -0.837  0.940
O: 1.242 -3.642 -0.142  -0.005
C: 1.539 -4.609 -0.981  0.018
C: 2.744 -5.316 -0.856  -0.002
C: 3.077 -6.298 -1.766  0.002
C: 2.220 -6.643 -2.813  -0.001
C: 1.007 -5.992 -2.915  0.003
C: 0.640 -4.992 -2.014  -0.011
C: -0.705 -4.406 -2.141  0.007
N: -1.166 -3.515 -1.350  -0.007
C: -2.521 -2.993 -1.536  0.016
C: -2.595 -1.572 -0.952  0.006
N: -1.378 -0.908 -1.347  0.002
C: -1.302 0.170 -2.021  0.006
C: -0.069 0.558 -2.709  0.001
C: 0.153 1.892 -3.057  0.001
C: 1.270 2.259 -3.774  0.004
C: 2.166 1.261 -4.178  -0.001
C: 1.958 -0.065 -3.877  0.004
C: 0.846 -0.457 -3.109  0.000
O: 0.630 -1.711 -2.799  0.008
H: 3.408 -5.042 -0.047  0.000
H: 4.029 -6.803 -1.668  0.000
H: 2.500 -7.404 -3.527  0.000
H: 0.312 -6.261 -3.703  0.000
H: -1.327 -4.808 -2.953  0.003
H: -3.230 -3.641 -1.010  0.001
H: -2.781 -2.979 -2.602  -0.003
H: -2.621 -1.627 0.136  -0.012
H: -3.489 -1.046 -1.314  0.003
H: -2.194 0.789 -2.180  -0.001
H: -0.563 2.642 -2.738  0.000
H: 1.454 3.296 -4.018  0.000
H: 3.052 1.540 -4.734  0.000
H: 2.661 -0.833 -4.169  0.001
O: 0.401 0.528 2.420  -0.001
C: 0.803 -0.383 1.696  -0.005
O: 0.055 -1.185 1.009  -0.005
C: 2.296 -0.641 1.619  0.001
C: 3.076 -0.478 2.736  0.002
C: 4.438 -0.788 2.663  0.000
C: 5.013 -1.275 1.513  0.001
C: 4.226 -1.411 0.378  0.004
C: 2.863 -1.033 0.359  -0.007
O: 2.145 -0.943 -0.702  0.023
N: 4.888 -1.992 -0.808  0.000
O: 4.218 -2.232 -1.795  0.001
O: 6.078 -2.242 -0.715  0.000
N: 5.282 -0.604 3.848  0.000
O: 6.467 -0.878 3.758  0.000
O: 4.753 -0.169 4.858  0.000
H: 2.636 -0.127 3.658  0.000
H: 6.057 -1.550 1.487  0.000
C: 0.161 3.787 3.020  0.000
C: -1.325 3.481 2.845  0.000
C: -2.166 4.733 3.056  0.000
Sb: -1.588 2.396 0.994  0.002
C: -2.667 3.801 -0.296  0.000
C: -1.771 5.012 -0.563  0.000
C: -4.098 4.243 -0.021  0.000
C: -3.286 1.209 1.663  0.000
C: -2.809 -0.055 2.372  0.002
C: -4.271 1.938 2.571  0.000
H: 0.351 4.254 3.992  0.000
H: 0.510 4.482 2.252  0.000
H: 0.763 2.884 2.950  0.000
H: -1.609 2.736 3.595  0.000
H: -1.861 5.532 2.378  0.000
H: -2.034 5.114 4.074  0.000
H: -3.232 4.559 2.906  0.000
H: -2.689 3.209 -1.221  0.000
H: -1.900 5.767 0.213  0.000
H: -2.013 5.489 -1.517  0.000
H: -0.710 4.755 -0.592  0.000
H: -4.166 4.863 0.875  0.000
H: -4.775 3.396 0.105  0.000
H: -4.483 4.842 -0.854  0.000
H: -3.793 0.924 0.734  0.000
H: -2.277 0.194 3.291  0.000
H: -2.115 -0.641 1.780  0.000
H: -3.669 -0.677 2.645  0.000
H: -3.801 2.188 3.523  0.000
H: -5.123 1.289 2.801  0.000
H: -4.667 2.861 2.146  0.000

=====

(3)
Formula: C32H37N4S
Source: OMol25
Level of theory: wB97M-V/def2-TZVPD

## Properties
2S+1 ... 1
M ... 509.743 g mol⁻¹
Total charge ... +1
HOMO ... -9.80 eV
Strongest force on any atom ... 2.0 eV/Å

Each line ends with the Mulliken charge.
CARTESIAN COORDINATES (ANGSTROEM)
C: 2.850 -5.901 1.715  -0.980
N: 2.791 -4.454 1.720  0.213
C: 4.020 -3.792 2.116  -1.042
C: 1.592 -3.782 1.539  -0.023
C: 1.008 -3.063 2.608  -0.927
C: -0.174 -2.379 2.405  -0.654
C: -0.783 -2.300 1.137  1.046
C: -1.935 -1.463 0.952  -0.299
C: -2.091 -0.258 1.632  1.256
C: -3.124 0.714 1.285  0.001
C: -4.158 0.698 0.370  -0.239
C: -4.886 1.883 0.175  -0.981
C: -4.586 3.058 0.883  -0.687
C: -3.540 3.082 1.820  -1.037
C: -2.848 1.894 2.001  0.535
N: -1.677 1.682 2.742  0.158
C: -0.981 2.708 3.493  -0.922
C: -1.240 0.408 2.564  -1.133
C: -0.193 -3.041 0.071  -0.798
C: 0.940 -3.799 0.280  -0.413
H: 1.885 -6.321 1.400  0.302
H: 3.641 -6.238 1.031  0.323
H: 3.089 -6.281 2.724  0.296
H: 3.938 -2.705 1.980  0.301
H: 4.274 -4.007 3.166  0.339
H: 4.840 -4.169 1.488  0.339
H: 1.480 -3.075 3.588  0.442
H: -0.637 -1.871 3.243  0.736
H: -2.565 -1.594 0.074  0.647
H: -4.356 -0.225 -0.170  0.430
H: -5.691 1.888 -0.556  0.428
H: -5.167 3.960 0.716  0.428
H: -3.258 3.975 2.386  0.276
H: -1.614 3.599 3.519  0.302
H: -0.795 2.365 4.521  0.346
H: -0.011 2.959 3.032  0.345
H: -0.308 0.087 3.026  0.705
H: -0.636 -2.986 -0.924  0.428
H: 1.398 -4.364 -0.537  0.496
C: -3.883 -6.749 1.201  -2.232
C: -3.554 -5.278 1.471  2.137
C: -2.437 -5.173 2.518  -1.624
C: -3.173 -4.647 0.136  -1.158
C: -4.783 -4.514 1.999  -0.621
C: -5.435 -5.263 3.143  -0.930
C: -6.561 -4.485 3.763  -0.798
N: -6.134 -3.092 3.955  0.264
C: -6.790 -2.239 4.837  0.291
C: -6.232 -0.964 4.831  0.511
C: -6.674 -0.012 5.749  -0.394
C: -7.690 -0.358 6.654  -0.688
C: -8.250 -1.640 6.641  -0.633
C: -7.798 -2.598 5.728  -0.743
S: -4.960 -0.834 3.640  -0.009
C: -5.133 -2.530 3.203  0.042
N: -4.402 -3.115 2.316  -0.065
H: -4.737 -6.831 0.511  0.383
H: -3.016 -7.235 0.736  0.491
H: -4.117 -7.296 2.123  0.436
H: -2.323 -4.130 2.841  0.220
H: -2.682 -5.786 3.396  0.435
H: -1.481 -5.510 2.096  0.371
H: -2.947 -3.585 0.263  -0.316
H: -2.286 -5.149 -0.275  0.469
H: -3.999 -4.758 -0.579  0.519
H: -5.532 -4.453 1.181  0.505
H: -5.818 -6.216 2.776  0.451
H: -4.687 -5.515 3.902  0.356
H: -7.446 -4.506 3.106  0.327
H: -6.838 -4.902 4.734  0.498
H: -6.208 0.972 5.746  0.406
H: -8.041 0.381 7.376  0.369
H: -9.032 -1.898 7.351  0.393
H: -8.203 -3.603 5.714  0.345

=====

The highest M belongs to which entry?
C32H37N4O9SbTi